Computed, not measured: a structure of composition C5H12N, with wB97M-V/def2-TZVPD.

```
18
Properties=species:S:1:pos:R:3
C 0.78370 -0.70050 0.47784
C 0.23959 -1.48493 -0.70401
C -0.83469 -0.67311 -1.31909
C -1.69022 -0.20442 -0.16881
C -1.01600 0.51059 0.66133
N 1.80225 1.85462 0.70645
H 0.80298 -1.17363 1.45201
H 1.74243 -0.20737 0.33622
H -0.07405 0.23476 0.50576
H 0.97781 -1.62768 -1.50555
H 0.01784 -2.52360 -0.50175
H -0.41082 0.21585 -1.76626
H -1.33902 -1.07689 -2.19231
H -2.74090 -0.47982 -0.09311
H -1.49046 0.96472 1.52954
H 2.45733 2.12760 1.43205
H 0.94866 1.55059 1.13410
H 1.67728 2.62367 0.06179
```

Values from the calculation:
Orbital gap = 7.8 eV
E = -6857.4516 eV
Total charge = +1
ΔE to the lowest compared entry with this formula, charge and spin = 589.23 kJ/mol
HOMO level = -14.15 eV

Computed, not measured: a cluster of 3 separate species, C30H61BClFN5O14P3 in total, with wB97M-V/def2-TZVPD.

```
116
Properties=species:S:1:pos:R:3
C 4.61169 2.36018 3.49104
C 5.28661 2.47520 2.06109
C 4.21702 2.84697 0.92449
N 2.83161 2.50729 1.27846
N 2.13009 1.75930 0.38436
C 1.88048 2.24769 -0.95473
N 1.78827 3.74502 -0.97882
C 2.76538 4.34700 -1.91131
C 1.68483 0.42353 0.77858
N 2.65066 -0.12286 1.73026
C 3.79219 -0.47843 1.28298
C 4.39022 -0.32699 -0.14804
C 4.72737 -1.22420 2.31145
O 1.31839 -0.30344 -0.36090
C 1.38766 -1.70771 -0.43860
C 1.08324 -2.60743 0.79296
O 1.21075 -3.98256 0.32378
C 0.82946 -4.86730 1.38553
C 1.99636 -5.88962 1.69626
C 0.27771 0.68189 1.60606
F -0.03745 2.06940 1.64702
C 0.54926 0.34941 3.15518
C -0.73159 0.64353 4.05064
O -1.41215 -0.24190 4.46344
Cl -1.21633 2.34946 4.49446
O -0.76124 -0.16762 1.21909
C -1.91889 0.34449 0.58625
B -1.69084 1.00529 -0.90232
O -1.65079 0.17914 -2.05723
O -1.48411 2.36681 -1.12289
C -2.78974 -0.95598 0.24142
C -4.08246 -0.77773 -0.41448
C -4.98774 -1.85148 -0.81614
C -4.47153 -3.20468 -0.45591
C -3.16780 -3.22059 0.20346
N -2.35306 -2.19678 0.56607
P -3.11334 1.35616 1.67120
C -4.03507 2.66181 0.70126
C -4.23771 0.25753 2.68534
H 4.07725 3.33598 3.66494
H 3.90747 1.48922 3.48442
H 5.43057 2.19537 4.23985
H 5.75884 1.48572 1.78270
H 6.10379 3.23744 2.01091
H 4.53496 2.46792 -0.08737
H 4.28065 3.97625 0.83603
H 2.32581 3.29959 1.66922
H 2.76999 2.01211 -1.62676
H 0.97647 1.89589 -1.50670
H 0.83235 4.03390 -1.17289
H 3.81101 3.99634 -1.75141
H 2.38369 4.22389 -2.95988
H 2.77094 5.45786 -1.69892
H 4.57533 -1.36618 -0.55397
H 3.73991 0.20126 -0.88233
H 5.40055 0.14530 -0.04782
H 4.20934 -1.31929 3.30750
H 5.69740 -0.69231 2.47375
H 4.92470 -2.28707 1.98391
H 2.40732 -2.01999 -0.82465
H 0.68578 -2.05275 -1.25709
H 1.81762 -2.52061 1.64809
H 0.06092 -2.52182 1.23746
H 0.61649 -4.31269 2.33809
H -0.09546 -5.44656 1.09576
H 1.98488 -6.78773 1.03203
H 1.80947 -6.25292 2.75111
H 3.00738 -5.40136 1.70045
H 0.76352 -0.72952 3.32468
H 1.33116 1.03666 3.58655
H -0.92966 -0.45917 -1.88382
H -1.41561 2.85320 -0.27997
H -4.41774 0.26842 -0.63177
H -5.96375 -1.68607 -1.31589
H -5.04214 -4.13128 -0.69492
H -2.77616 -4.24434 0.45320
H -3.43215 3.61409 0.71473
H -5.01853 2.92469 1.18743
H -4.24527 2.43043 -0.37466
H -5.20319 0.04843 2.13791
H -4.46348 0.79753 3.64326
H -3.67234 -0.67737 2.93295
C -4.80116 -10.39516 0.91749
O -4.38119 -9.03664 1.02693
P -5.29264 -8.00911 1.84708
O -5.98809 -8.58630 3.00695
O -6.22879 -7.35153 0.74262
C -7.30546 -8.11689 0.21565
O -4.30327 -6.81869 2.16411
C -3.35588 -7.02260 3.20928
H -4.82108 -10.67379 -0.13673
H -4.08300 -11.02910 1.43805
H -5.79096 -10.55916 1.34456
H -7.59200 -8.93112 0.88328
H -7.01391 -8.52440 -0.75410
H -8.16381 -7.46027 0.07946
H -2.63759 -7.79326 2.92292
H -3.86085 -7.31001 4.13269
H -2.82530 -6.08676 3.37739
C 1.40570 9.73003 -4.55097
O 1.11912 8.76735 -5.56330
P 2.21814 7.65734 -5.90839
O 3.01718 7.20005 -4.76112
O 3.04423 8.27918 -7.11486
C 3.97223 9.32179 -6.84245
O 1.37347 6.53669 -6.64153
C 0.57093 5.69305 -5.81983
H 1.25482 10.72887 -4.96196
H 0.71739 9.58169 -3.71853
H 2.42854 9.65146 -4.18123
H 4.28010 9.33050 -5.79550
H 3.51817 10.28084 -7.09819
H 4.85449 9.17179 -7.46330
H -0.23445 6.26881 -5.36002
H 1.17915 5.22130 -5.04628
H 0.13835 4.91570 -6.44704
```

Values from the calculation:
Orbital gap = 7.8 eV
E = -111998.2524 eV
SMILES = CCCNN(CNC)[C@](N=C(C)C)(OCCOCC)[C@](F)(CC(=O)Cl)O[C@@](B(O)O)(c1ccccn1)P(C)C.COP(=O)(OC)OC.COP(=O)(OC)OC
HOMO level = -7.28 eV